Entry 1:
Formula: C2H3N4O
Source: the OMol25 dataset
Level of theory: ωB97M-V with the def2-TZVPD basis set

For the relative energy (zero: lowest compared OMol25 entry of this formula, charge and spin), the calculation gives 130.5 kcal per mole. The HOMO energy is -0.5495 Ha. The charge is +1.

Atoms and positions in Å:
N (-1.3777, -0.3926, 1.0384)
O (0.2345, -3.3321, 1.6080)
N (-0.4900, 0.1926, 0.3670)
C (-0.4690, -2.4502, 1.5924)
H (0.0165, 2.3669, -1.7530)
N (-1.2561, -1.5255, 1.6118)
C (0.6933, 1.5165, -1.2796)
H (0.7387, 0.7171, -1.9070)
N (0.1686, 1.0293, -0.0930)
H (1.7413, 1.8781, -1.1851)


Entry 2:
Formula: C2H3N4O
Source: the OMol25 dataset
Level of theory: ωB97M-V with the def2-TZVPD basis set

For the relative energy (zero: lowest compared OMol25 entry of this formula, charge and spin), the calculation gives 150.2 kcal per mole. The HOMO energy (spin up / spin down) is -0.5412 / -0.5485 Ha. The charge is +1.

Atoms and positions in Å:
N (-1.6575, -2.7858, 0.5113)
N (0.0004, -1.0105, -0.0187)
H (0.4706, 0.3856, 1.4189)
N (-0.5359, -2.0507, -0.0416)
C (-1.3144, -4.9457, 1.3401)
H (1.5583, -0.7683, 1.3502)
N (-1.5374, -4.0596, 0.5175)
O (-1.1254, -5.7661, 2.1239)
C (0.9287, -0.2855, 0.6626)
H (1.5929, 0.2168, -0.0458)


Entry 3:
Formula: C2H3N5O
Source: the OMol25 dataset
Level of theory: ωB97M-V with the def2-TZVPD basis set

For the relative energy (zero: lowest compared OMol25 entry of this formula, charge and spin), the calculation gives 82.0 kcal per mole. The HOMO energy is -0.3509 Ha.

Atoms and positions in Å:
N (0.5294, -0.1055, -2.1725)
N (-0.8781, 0.8612, 1.7849)
C (0.1167, -0.1732, 0.2680)
N (0.2887, -0.9335, 1.3639)
O (-0.2192, 1.0612, -2.1838)
H (-0.3554, -0.4679, 3.2245)
N (-0.6967, 0.9099, 0.5682)
C (0.5852, -0.6714, -0.9948)
H (-0.1995, 1.3778, -3.0908)
H (1.1860, -1.6171, -1.0106)
N (-0.3571, -0.2416, 2.2430)


Entry 4:
Formula: C2H3N5O
Source: the OMol25 dataset
Level of theory: ωB97M-V with the def2-TZVPD basis set

For the relative energy (zero: lowest compared OMol25 entry of this formula, charge and spin), the calculation gives 187.0 kcal per mole. The HOMO energy is -0.3221 Ha.

Atoms and positions in Å:
C (-0.5999, 0.0692, 0.1639)
C (0.0039, -1.0188, 0.9096)
N (1.5119, 0.2759, -0.8044)
H (-2.6810, 2.3777, -0.2823)
H (-1.0814, 1.4443, -1.1379)
N (1.1347, -1.4354, 0.8841)
H (-0.7568, -1.5949, 1.3645)
N (-1.7718, 0.5295, 0.3736)
O (1.8998, -0.6717, 0.0938)
N (0.2284, 0.6252, -0.8054)
N (-2.1180, 1.2684, -0.6674)


Entry 5:
Formula: C2H3N5O2
Source: the OMol25 dataset
Level of theory: ωB97M-V with the def2-TZVPD basis set

For the relative energy (zero: lowest compared OMol25 entry of this formula, charge and spin), the calculation gives 44.7 kcal per mole. The HOMO energy is -0.2779 Ha.

Atoms and positions in Å:
O (-2.2023, 0.3783, 0.8022)
H (1.0327, -1.9519, -1.1222)
N (0.2039, 0.4804, -1.2224)
C (-2.2397, -0.6304, 0.2618)
O (-2.2749, -1.6415, -0.2683)
N (0.9796, 0.6759, 0.8543)
H (1.7042, -1.8339, 0.6295)
H (0.3426, 2.6353, 0.9262)
C (1.2208, -1.4058, -0.2229)
N (-0.0269, 1.6621, -0.8371)
N (0.4184, 1.7993, 0.3714)
N (0.8415, -0.1679, -0.1726)


Entry 6:
Formula: C2H3N6O2S
Source: the OMol25 dataset
Level of theory: ωB97M-V with the def2-TZVPD basis set

For the relative energy (zero: lowest compared OMol25 entry of this formula, charge and spin), the calculation gives 14.9 kcal per mole. The HOMO energy is -0.5140 Ha. The charge is +1.

Atoms and positions in Å:
C (-0.6699, -1.9825, 1.1815)
N (0.1131, -1.7443, 0.3387)
H (1.6339, -1.7574, -0.7486)
N (-0.3079, 3.5199, -2.2750)
N (0.7458, 1.3444, -0.7701)
N (-0.5700, 4.4862, -2.8170)
H (0.5880, 2.1061, -1.3392)
S (2.0338, 1.6984, 1.6703)
C (1.3251, 1.4999, 0.3144)
N (0.9050, -1.1899, -0.4365)
O (-2.5256, -1.5620, 2.1567)
N (-1.8545, -2.4983, 1.6963)
H (0.6220, -0.2061, -0.6876)
O (-2.0388, -3.7143, 1.7163)


Entry 7:
Formula: C2H3NO
Source: the OMol25 dataset
Level of theory: ωB97M-V with the def2-TZVPD basis set

For the relative energy (zero: lowest compared OMol25 entry of this formula, charge and spin), the calculation gives 41.4 kcal per mole. The HOMO energy is -0.4199 Ha.

Atoms and positions in Å:
C (-1.1356, 0.1133, -0.1128)
N (-2.0925, -0.6151, 0.1100)
H (0.5737, 1.3743, -0.5796)
H (0.9106, -1.4218, -0.5853)
H (0.3859, 0.9224, 1.0211)
C (0.3369, 0.4784, 0.0348)
O (1.0211, -0.8515, 0.1119)


Entry 8:
Formula: C2H3NO
Source: the OMol25 dataset
Level of theory: ωB97M-V with the def2-TZVPD basis set

For the relative energy (zero: lowest compared OMol25 entry of this formula, charge and spin), the calculation gives 115.2 kcal per mole. The HOMO energy is -0.3450 Ha.

Atoms and positions in Å:
H (1.2788, -1.2508, 0.7926)
N (0.8912, -0.8993, -0.0519)
C (-0.2461, 0.8506, -0.0355)
H (-1.6788, -0.8499, -0.6951)
O (1.0290, 0.5486, 0.0985)
H (-0.3855, 1.9548, -0.0291)
C (-0.8887, -0.3541, -0.0796)


Entry 9:
Formula: C2H3NO
Source: the OMol25 dataset
Level of theory: ωB97M-V with the def2-TZVPD basis set

For the relative energy (zero: lowest compared OMol25 entry of this formula, charge and spin), the calculation gives 91.4 kcal per mole. The HOMO energy is -0.2942 Ha.

Atoms and positions in Å:
H (0.8617, -1.1753, 2.7655)
C (0.3420, -0.9339, 1.8942)
O (-0.8108, 0.5698, -1.2947)
H (-0.9196, -0.0766, -0.6719)
N (-0.4563, -0.9951, 1.0527)
H (0.5683, 1.6113, -2.3101)
C (0.4147, 0.9997, -1.4356)


Entry 10:
Formula: C2H3NO
Source: the OMol25 dataset
Level of theory: ωB97M-V with the def2-TZVPD basis set

For the relative energy (zero: lowest compared OMol25 entry of this formula, charge and spin), the calculation gives 101.1 kcal per mole. The HOMO energy (spin up / spin down) is -0.3853 / -0.3818 Ha.

Atoms and positions in Å:
H (1.4348, 1.6329, -0.1687)
C (0.3470, -0.3680, 0.0390)
O (2.6251, 0.0833, -0.0293)
H (-1.8698, -0.1359, -0.0909)
N (-1.1207, 0.5527, 0.0148)
H (0.0637, -1.4312, -0.0320)
C (1.4992, 0.5058, -0.0054)